(1)
This record from the Open Molecules 2025 dataset describes C5H8O in the gas phase. The level of theory is ωB97M-V/def2-TZVPD.

Last column: Mulliken charge in e.
Positions of all 14 atoms, in Å:
O 0.11 1.44 1.32  -0.467
C -1.69 -0.66 0.11  -0.971
C 1.13 1.05 0.81  0.104
C 0.55 -0.11 -0.96  -0.431
C -0.77 0.05 -0.84  -0.091
C 1.37 -0.37 0.29  -0.506
H 1.07 0.36 -1.78  0.332
H -1.18 -1.24 0.89  0.235
H -2.42 0.00 0.59  0.279
H -2.24 -1.36 -0.53  0.332
H 2.44 -0.56 0.11  0.281
H 0.98 -1.14 0.96  0.248
H -1.26 0.78 -1.48  0.325
H 1.92 1.77 0.51  0.330

**Orbital gap**: 9.7 eV
**LUMO**: 0.7193 eV
**Largest force on an atom**: 0.98 eV/Å

(2)
This record from the Open Molecules 2025 dataset describes C5H8O in the gas phase. The level of theory is ωB97M-V/def2-TZVPD.

Last column: Mulliken charge in e.
Positions of all 14 atoms, in Å:
O 0.70 -1.58 0.13  -0.396
C 0.29 0.69 -0.44  -0.003
C 0.82 -0.65 -0.94  -0.558
C -1.17 0.85 -0.61  -0.730
C -0.63 0.34 0.72  -0.241
C 0.18 -0.86 1.22  -0.403
H -1.47 1.90 -0.54  0.251
H -0.84 1.06 1.51  0.303
H 1.86 -0.57 -1.30  0.287
H 0.99 1.49 -0.26  0.386
H -1.67 0.30 -1.40  0.252
H 0.22 -1.04 -1.77  0.249
H -0.28 -1.54 1.93  0.386
H 1.03 -0.35 1.73  0.217

**Orbital gap**: 10.5 eV
**LUMO**: 1.0568 eV
**Largest force on an atom**: 0.75 eV/Å

(3)
This record from the Open Molecules 2025 dataset describes a 2-piece molecular cluster, C5H8O overall. The level of theory is ωB97M-V/def2-TZVPD.

Last column: Mulliken charge in e.
Positions of all 14 atoms, in Å:
O -2.19 -0.35 0.91  -0.413
C 0.19 1.97 -0.79  -1.124
C -0.09 0.75 0.00  0.525
C 0.21 -0.56 0.07  0.148
C -0.82 0.04 1.04  -0.410
C 0.93 -1.73 -0.31  -0.895
H 0.55 2.79 -0.23  0.337
H -0.33 0.46 2.64  0.123
H 0.96 1.69 -1.51  0.304
H -2.17 -1.34 0.89  0.314
H 1.71 -1.89 0.44  0.286
H 1.46 -1.49 -1.35  0.227
H 0.31 -2.66 -0.48  0.283
H -0.69 2.32 -1.31  0.295

**Orbital gap (spin up / spin down)**: 9.4 / 9.4 eV
**LUMO (spin up / spin down)**: 0.8003 / 0.8003 eV
**Largest force on an atom**: 5.17 eV/Å

(4)
This record from the Open Molecules 2025 dataset describes C5H8O in the gas phase. The level of theory is ωB97M-V/def2-TZVPD.

Last column: Mulliken charge in e.
Positions of all 14 atoms, in Å:
O -1.24 0.44 0.29  -0.428
C -0.20 1.23 0.86  -0.398
C 0.65 -0.90 0.07  -0.417
C -0.66 -0.47 -0.54  0.552
C -1.23 -0.82 -1.69  -0.948
C 1.10 0.39 0.79  -0.459
H 1.51 0.19 1.78  0.257
H 0.46 -1.70 0.80  0.223
H -2.17 -0.36 -1.99  0.275
H -0.49 1.50 1.88  0.274
H -0.77 -1.55 -2.35  0.260
H 1.87 0.91 0.21  0.271
H -0.10 2.15 0.27  0.247
H 1.36 -1.27 -0.66  0.292

**Orbital gap**: 9.9 eV
**LUMO**: 1.0614 eV
**Largest force on an atom**: 0.29 eV/Å

(5)
This record from the Open Molecules 2025 dataset describes C5H8O as an isolated structure. The level of theory is ωB97M-V/def2-TZVPD.

Last column: Mulliken charge in e.
Positions of all 14 atoms, in Å:
O 1.22 -0.19 0.54  -0.509
C -2.25 -0.91 0.16  -0.883
C 2.50 -0.21 -0.01  -0.706
C -0.06 0.66 -0.57  -0.092
C -0.83 1.40 0.40  -0.555
C -1.29 0.21 -0.02  0.267
H 3.09 -0.97 0.54  0.250
H 2.42 -0.54 -1.08  0.252
H -2.76 -0.48 1.05  0.270
H -1.04 2.38 0.71  0.407
H -1.85 -1.87 0.38  0.331
H 3.23 0.59 0.12  0.263
H 0.50 0.75 -1.53  0.429
H -2.87 -0.82 -0.70  0.276

**Orbital gap**: 9.4 eV
**LUMO**: 0.9732 eV
**Largest force on an atom**: 4.19 eV/Å

(6)
This record from the Open Molecules 2025 dataset describes C5H8O as an isolated structure. The level of theory is ωB97M-V/def2-TZVPD.

Last column: Mulliken charge in e.
Positions of all 14 atoms, in Å:
O 1.99 -1.78 -0.92  -0.441
C 1.33 -0.02 0.67  -0.652
C -0.74 -1.14 -0.34  -1.419
C 1.43 -0.93 -0.31  0.464
C -0.04 0.43 0.72  0.156
C -0.54 1.49 -0.23  -1.067
H -0.47 0.54 1.72  0.350
H -1.62 1.54 -0.27  0.314
H -0.81 -1.01 -1.42  0.382
H -0.14 1.35 -1.23  0.320
H -1.72 -0.87 0.06  0.456
H -0.56 -2.17 -0.02  0.401
H 2.07 0.13 1.44  0.377
H -0.16 2.45 0.15  0.359

**Orbital gap**: 8.5 eV
**LUMO**: 0.3833 eV
**Largest force on an atom**: 3.48 eV/Å

(7)
This record from the Open Molecules 2025 dataset describes C5H8O as an isolated structure. The level of theory is ωB97M-V/def2-TZVPD.

Last column: Mulliken charge in e.
Positions of all 14 atoms, in Å:
O -1.62 1.10 0.37  -0.422
C -1.17 -0.07 -0.27  -0.143
C 1.41 -0.43 -0.65  -1.352
C -0.24 1.44 0.55  -0.446
C -0.70 -1.08 0.69  -0.716
C 0.26 0.00 0.24  0.740
H 1.97 0.43 -1.04  0.351
H -0.52 -2.04 0.21  0.248
H 0.03 2.11 -0.28  0.242
H -1.14 -1.13 1.69  0.256
H 1.00 -0.97 -1.51  0.298
H -0.06 1.92 1.51  0.276
H 2.14 -1.11 -0.18  0.304
H -1.36 -0.17 -1.33  0.365

**Orbital gap**: 10.2 eV
**LUMO**: 1.0705 eV
**Largest force on an atom**: 0.74 eV/Å

(8)
This record from the Open Molecules 2025 dataset describes a 2-piece molecular cluster, C5H8O overall. The level of theory is ωB97M-V/def2-TZVPD.

Last column: Mulliken charge in e.
Positions of all 14 atoms, in Å:
O -0.33 2.48 -0.29  -0.470
C -0.54 1.35 -0.66  -0.075
C -0.60 -1.34 -0.75  -0.473
C 1.55 0.24 0.95  -1.047
C -1.44 -0.82 0.33  -0.519
C -0.49 0.01 -0.15  0.431
H 1.86 0.05 1.96  0.380
H -2.48 -0.58 0.45  0.260
H 2.04 -0.48 0.28  0.255
H -0.95 -1.37 -1.77  0.217
H 1.76 1.28 0.66  0.264
H -0.98 1.25 -1.65  0.290
H 0.18 -2.06 -0.52  0.204
H 0.42 -0.01 1.18  0.284

**Orbital gap**: 9.4 eV
**LUMO**: 0.4928 eV
**Largest force on an atom**: 2.65 eV/Å

(9)
This record from the Open Molecules 2025 dataset describes C5H8O as an isolated structure. The level of theory is ωB97M-V/def2-TZVPD.

Last column: Mulliken charge in e.
Positions of all 14 atoms, in Å:
O 1.11 -1.49 0.50  -0.627
C 0.38 1.19 0.07  -0.681
C -0.67 0.24 0.05  0.375
C 0.73 -0.73 -0.36  0.552
C 1.18 -0.33 -1.61  -0.785
C -1.26 -0.34 1.32  -1.257
H 0.57 0.30 -2.24  0.246
H 0.50 1.94 -0.69  0.322
H -2.11 0.26 1.64  0.382
H 1.01 1.26 0.95  0.270
H 2.00 -0.88 -2.08  0.319
H -1.59 -1.36 1.14  0.311
H -1.35 0.30 -0.79  0.292
H -0.51 -0.37 2.11  0.281

**Orbital gap (spin up / spin down)**: 8.4 / 8.4 eV
**LUMO (spin up / spin down)**: -0.0525 / -0.0525 eV
**Largest force on an atom**: 0.42 eV/Å

(10)
This record from the Open Molecules 2025 dataset describes C5H8O in the gas phase. The level of theory is ωB97M-V/def2-TZVPD.

Last column: Mulliken charge in e.
Positions of all 14 atoms, in Å:
O 2.27 0.32 1.48  -0.515
C -1.46 -0.39 -0.81  -0.337
C -1.97 0.85 -0.04  -1.006
C 1.15 -0.53 -0.43  0.102
C 0.00 -0.45 -0.78  -0.076
C 2.36 -0.60 0.40  -0.404
H 2.39 -1.60 0.86  0.251
H 3.29 -0.47 -0.17  0.268
H -1.78 -1.30 -0.28  0.223
H 1.93 1.14 1.11  0.308
H -2.88 0.62 0.52  0.297
H -1.21 1.18 0.67  0.294
H -2.18 1.68 -0.72  0.272
H -1.89 -0.45 -1.81  0.324

**Orbital gap**: 10.5 eV
**LUMO**: 0.9400 eV
**Largest force on an atom**: 0.53 eV/Å

(11)
This record from the Open Molecules 2025 dataset describes C5H8O in the gas phase. The level of theory is ωB97M-V/def2-TZVPD.

Last column: Mulliken charge in e.
Positions of all 14 atoms, in Å:
O -1.69 -0.30 0.27  -0.330
C 1.56 0.07 -0.54  0.258
C -2.44 0.64 -0.46  -0.673
C 2.80 0.33 0.18  -1.044
C 0.44 -0.31 -0.80  -0.016
C -0.82 -1.03 -0.56  -0.418
H -2.99 1.26 0.26  0.233
H -3.17 0.13 -1.11  0.277
H 3.55 0.91 -0.37  0.303
H -1.80 1.28 -1.07  0.288
H -0.52 -1.92 0.01  0.251
H 3.24 -0.64 0.45  0.264
H 2.54 0.86 1.10  0.262
H -1.35 -1.37 -1.46  0.345

**Orbital gap**: 10.5 eV
**LUMO**: 1.0270 eV
**Largest force on an atom**: 0.58 eV/Å

(12)
This record from the Open Molecules 2025 dataset describes C5H8O in the gas phase. The level of theory is ωB97M-V/def2-TZVPD.

Last column: Mulliken charge in e.
Positions of all 14 atoms, in Å:
O -1.42 1.27 1.23  -0.484
C 0.08 -0.09 -0.12  1.087
C -0.13 1.20 0.68  -0.539
C -1.10 -0.64 -0.87  -0.154
C 1.48 -0.30 -0.68  -1.540
C -0.78 -1.29 0.21  -1.051
H -1.70 -0.55 -1.76  0.357
H -1.69 0.35 1.39  0.351
H 2.23 -0.39 0.12  0.357
H -0.01 2.06 0.01  0.278
H -0.94 -2.15 0.84  0.345
H 1.78 0.53 -1.33  0.357
H 0.64 1.30 1.47  0.294
H 1.50 -1.22 -1.27  0.342

**Orbital gap**: 10.9 eV
**LUMO**: 1.0257 eV
**Largest force on an atom**: 0.36 eV/Å

(13)
This record from the Open Molecules 2025 dataset describes C5H8O in the gas phase. The level of theory is ωB97M-V/def2-TZVPD.

Last column: Mulliken charge in e.
Positions of all 14 atoms, in Å:
O 1.61 -1.41 -0.08  -0.515
C -2.42 -0.50 -0.17  -0.746
C -0.15 0.41 -0.44  -0.165
C 1.32 -0.15 -0.58  -0.007
C 1.10 0.92 0.44  -0.755
C -1.14 -0.25 0.34  -0.042
H -0.41 1.13 -1.15  0.455
H -3.22 -1.01 0.32  0.301
H -0.87 -0.59 1.52  0.099
H 2.36 -1.33 0.56  0.326
H 1.17 0.47 1.39  0.298
H 1.49 1.97 0.34  0.245
H -2.74 0.08 -1.11  0.177
H 1.90 0.24 -1.38  0.329

**Orbital gap**: 9.6 eV
**LUMO**: 0.9321 eV
**Largest force on an atom**: 5.41 eV/Å

(14)
This record from the Open Molecules 2025 dataset describes C5H8O in the gas phase. The level of theory is ωB97M-V/def2-TZVPD.

Last column: Mulliken charge in e.
Positions of all 14 atoms, in Å:
O 0.26 0.30 1.39  -0.508
C -1.70 1.05 -0.43  -1.131
C 0.24 -0.34 0.15  0.273
C 2.66 -1.01 -0.52  -0.848
C -1.16 -0.38 -0.38  -0.215
C 1.40 -0.73 -0.31  0.129
H -1.27 -0.90 -1.34  0.313
H -1.76 -0.94 0.36  0.244
H -1.23 1.63 -1.24  0.300
H 3.35 -0.31 -0.99  0.242
H 0.66 1.17 1.23  0.325
H 3.10 -1.93 -0.15  0.232
H -2.79 1.08 -0.57  0.348
H -1.48 1.54 0.51  0.296

**Orbital gap**: 10.0 eV
**LUMO**: 0.9098 eV
**Largest force on an atom**: 0.38 eV/Å

(15)
This record from the Open Molecules 2025 dataset describes C5H8O as an isolated structure. The level of theory is ωB97M-V/def2-TZVPD.

Last column: Mulliken charge in e.
Positions of all 14 atoms, in Å:
O -1.06 -0.07 -2.13  -0.641
C 0.57 -1.02 -1.07  -0.429
C -0.65 0.65 1.39  -1.540
C 1.31 -0.27 -0.04  -0.616
C 0.01 0.54 0.02  0.516
C -0.85 -0.50 -0.94  0.047
H -0.01 1.24 2.06  0.369
H 1.49 -0.84 0.88  0.269
H -0.78 -0.34 1.84  0.382
H -1.62 -1.06 -0.36  0.383
H 2.23 0.25 -0.35  0.267
H 0.07 1.48 -0.53  0.342
H 0.93 -1.17 -2.09  0.282
H -1.63 1.12 1.31  0.368

**Orbital gap (spin up / spin down)**: 8.4 / 8.0 eV
**LUMO (spin up / spin down)**: -0.4680 / -0.6650 eV
**Largest force on an atom**: 0.29 eV/Å

(16)
This record from the Open Molecules 2025 dataset describes C5H8O in the gas phase. The level of theory is ωB97M-V/def2-TZVPD.

Last column: Mulliken charge in e.
Positions of all 14 atoms, in Å:
O 1.66 -0.09 -1.55  -0.455
C 0.49 -1.53 0.78  -0.643
C 1.67 0.40 -0.45  -0.161
C -1.47 -0.11 -0.56  -1.133
C -0.63 0.53 0.55  -0.574
C 0.82 -0.09 0.71  0.319
H 1.20 0.29 1.66  0.326
H 0.62 -1.91 -0.26  0.272
H -2.43 0.41 -0.64  0.353
H -1.68 -1.16 -0.34  0.361
H -0.49 1.60 0.35  0.350
H 2.32 1.28 -0.22  0.364
H -1.13 0.44 1.51  0.315
H -0.97 -0.06 -1.53  0.307

**Orbital gap**: 8.5 eV
**LUMO**: -0.4689 eV
**Largest force on an atom**: 0.45 eV/Å

(17)
This record from the Open Molecules 2025 dataset describes C5H8O in the gas phase. The level of theory is ωB97M-V/def2-TZVPD.

Last column: Mulliken charge in e.
Positions of all 14 atoms, in Å:
O -2.42 -0.60 0.70  -0.438
C 1.85 0.44 0.32  -1.174
C -0.48 1.29 0.22  -0.944
C -0.26 -1.03 -0.34  -0.340
C 0.37 0.28 0.10  0.646
C -1.79 -0.93 -0.27  -0.165
H 0.08 -1.43 -1.31  0.309
H -0.42 2.15 0.88  0.311
H 2.26 -0.19 1.10  0.302
H -2.33 -1.19 -1.19  0.320
H 2.36 0.19 -0.63  0.292
H 2.06 1.50 0.50  0.315
H -1.27 1.28 -0.50  0.301
H -0.01 -1.79 0.41  0.264

**Orbital gap**: 9.7 eV
**LUMO**: 0.9010 eV
**Largest force on an atom**: 1.36 eV/Å

(18)
This record from the Open Molecules 2025 dataset describes C5H8O as an isolated structure. The level of theory is ωB97M-V/def2-TZVPD.

Last column: Mulliken charge in e.
Positions of all 14 atoms, in Å:
O -0.42 -1.46 -0.04  -0.450
C 1.27 0.26 -0.12  -0.534
C -0.83 -0.61 -1.07  -0.505
C -0.45 0.64 1.08  -0.518
C -0.09 0.90 -0.37  -0.431
C 0.38 -0.64 0.80  -0.207
H 1.96 0.87 0.46  0.282
H -0.37 -0.88 -2.05  0.313
H -1.50 0.55 1.35  0.271
H -1.94 -0.69 -1.22  0.309
H 0.79 -1.26 1.59  0.457
H -0.65 1.20 -1.21  0.465
H 1.79 -0.19 -0.97  0.262
H 0.06 1.30 1.79  0.287

**Orbital gap**: 10.3 eV
**LUMO**: 1.0978 eV
**Largest force on an atom**: 3.72 eV/Å